(1)
Computed, not measured: a structure of composition C37H52CuN2O4Se, with ωB97M-V/def2-TZVPD.

Structure (XYZ):
```
97
Properties=species:S:1:pos:R:3:forces:R:3
H -6.190 -0.017 -0.764 0.364 -0.033 0.260
H 3.275 -2.561 0.040 -0.311 0.216 -0.387
C -0.521 -4.906 -3.384 -0.529 0.207 1.092
C -2.130 0.397 -0.397 2.178 -1.877 -0.231
C 3.533 1.351 1.496 -1.120 0.336 -1.940
H 1.320 2.572 3.627 0.148 0.615 -0.422
C 4.970 -0.884 -1.091 0.512 -0.364 -0.766
H 0.779 4.210 3.183 0.467 -0.223 -0.175
H -4.742 -2.660 -1.196 0.059 0.248 -0.048
H -5.173 1.549 0.653 0.306 0.032 0.065
C 0.241 -3.947 -2.677 -1.321 -0.327 0.287
C 3.810 -2.023 0.806 0.429 0.453 1.057
O 0.326 -2.238 1.444 0.188 -0.718 -1.199
N 2.040 -4.210 -4.335 -0.839 -1.166 -0.795
H -1.555 -4.003 0.156 0.118 0.511 -0.012
C 2.437 -3.683 -5.612 0.826 -0.456 -0.031
H 2.911 5.835 2.573 -0.099 0.126 0.346
H -6.428 -1.558 0.046 0.233 -0.112 0.085
C -4.005 3.865 1.445 -0.306 -0.040 0.077
H 2.226 -6.328 -4.502 0.448 0.252 0.013
C 1.669 3.618 3.460 -0.701 -1.035 1.437
H 5.528 0.017 -1.375 -0.221 -0.036 -0.322
H 4.257 1.158 2.246 0.611 0.440 0.511
H -1.460 3.635 0.115 0.018 0.751 0.104
H 1.922 5.249 1.248 -0.102 -0.100 -0.210
C 2.817 5.056 1.823 1.106 -0.508 -0.308
H 6.539 -1.078 1.018 0.086 -0.474 -0.217
H 1.076 3.455 0.448 -0.604 1.132 0.141
C 2.613 -5.483 -3.902 -0.823 0.610 0.630
H -4.075 5.189 -0.238 -0.393 -0.103 0.161
H -5.209 5.635 1.083 0.143 -0.090 -0.168
H -2.714 -1.825 1.205 0.383 0.027 -0.339
C -5.821 -0.646 0.062 0.133 -0.049 1.074
N 0.411 -1.253 2.243 -0.236 1.235 1.232
H -3.439 5.380 2.929 0.616 -0.370 -0.530
O -0.229 -0.241 1.994 0.560 -0.792 -0.053
C -1.269 -4.176 -0.880 -0.697 0.130 2.266
H 6.119 0.617 1.091 -0.395 -0.490 0.008
H -4.408 -1.268 -2.214 0.702 -0.036 0.493
C -2.083 2.764 0.083 -0.375 0.415 0.241
H -5.617 4.280 0.016 0.521 0.111 0.104
C 1.374 1.540 -0.333 1.758 0.705 0.741
H -4.216 -2.720 1.314 -0.146 0.254 0.083
H 3.148 -1.882 1.686 0.258 0.031 -0.607
C -1.662 -5.493 -2.826 -0.808 0.387 0.283
H -2.275 5.238 1.483 -0.436 -0.214 0.650
C 2.219 0.396 -0.334 -0.115 -0.308 -0.614
H 3.718 5.129 1.197 -0.331 0.193 -0.248
H -5.860 2.766 2.002 0.658 0.361 0.415
H 1.965 3.915 4.483 -0.016 0.403 -0.320
H -2.863 -5.641 -1.004 0.528 0.592 -0.267
H -4.479 2.539 3.162 -0.595 0.860 -0.383
H 1.265 -2.390 -3.831 0.083 -0.465 0.853
H -6.000 -0.137 1.038 -0.315 -0.300 -0.681
C -4.771 4.790 0.519 -0.604 0.597 -0.337
H -0.217 -5.171 -4.365 0.270 -0.220 -0.810
C -3.556 0.384 -0.039 1.764 -0.327 -0.593
C 3.456 0.408 0.452 -1.925 0.529 0.184
H 1.768 -3.002 -6.149 -0.662 -0.313 0.513
H 5.475 -0.530 2.323 0.196 0.133 -0.947
C 5.714 -0.410 1.229 -0.173 0.635 1.157
C 4.165 3.573 3.312 -0.585 0.564 0.680
H -3.956 -1.147 2.135 -0.547 0.505 0.872
C -2.024 -5.115 -1.501 -0.457 -1.916 -2.108
C 1.679 2.599 0.541 0.587 -2.151 -0.473
H 4.612 -2.669 1.125 0.446 -0.597 0.213
H 2.267 -5.688 -2.859 0.201 0.248 -0.795
H 4.154 2.644 3.886 0.377 -0.190 -0.328
C -3.377 2.744 0.638 0.329 -1.085 -0.464
O 1.821 -0.618 -1.104 1.290 0.105 0.727
C -1.480 1.682 -0.519 -1.898 -0.868 -0.084
H 3.343 -3.082 -5.520 0.652 0.116 -0.105
H 2.290 -3.261 -2.560 -0.985 0.686 -0.103
C 2.683 2.478 1.498 0.599 0.944 0.282
C -3.788 -1.706 1.248 -0.162 -0.682 -1.263
H -2.367 -6.135 -3.426 1.091 0.485 0.625
C -4.075 -1.775 -1.285 -0.641 -1.072 0.578
Se 0.023 1.809 -1.665 0.159 0.003 0.646
H -3.078 -2.221 -1.273 0.075 0.649 -0.618
H 4.257 4.356 4.118 -0.426 -0.336 -0.904
H 2.665 -4.522 -6.303 -0.120 0.376 0.314
H 5.035 3.696 2.671 0.184 -0.427 -0.033
H -5.413 4.156 3.011 -0.039 -0.236 0.553
C 1.460 -3.363 -3.315 1.706 0.392 -0.495
O -1.372 -0.669 -0.567 -2.370 1.378 -0.195
H 4.106 -1.057 -1.750 0.261 0.358 0.138
Cu 0.589 -2.013 -0.587 -0.529 1.530 0.550
C -0.192 -3.512 -1.405 0.996 -0.681 -1.257
H 5.682 -1.752 -1.290 -0.799 0.803 0.801
C -4.297 -0.943 -0.007 -0.535 0.346 -0.537
H -2.367 3.889 2.695 0.246 0.868 0.256
H 3.711 -5.458 -3.860 0.052 -0.179 -0.247
C -5.005 3.281 2.502 0.423 -0.241 -0.697
C -4.114 1.549 0.410 0.208 0.932 0.448
C 4.488 -0.689 0.350 -0.486 -1.443 0.021
C 2.854 3.669 2.486 -0.402 -0.149 0.641
C -2.933 4.700 2.201 -0.375 -1.012 -0.240
```
Forces are in eV/Å.

The value obtained for the frontier orbital gap (spin up / spin down) is 5.341 / 5.335 eV. The total charge is -2. The calculation puts the relative energy (zero: lowest compared OMol25 entry of this formula, charge and spin) at 1.9 kJ/mol. As for the electronic energy: -160365.113 eV. As for the spin multiplicity: 2.



(2)
Computed, not measured: a structure of composition C2H5NO3, with ωB97M-V/def2-TZVPD.

Structure (XYZ):
```
11
Properties=species:S:1:pos:R:3:forces:R:3
C 0.077 -0.356 -0.280 0.298 1.604 1.493
O -1.071 -1.221 -0.217 0.356 -0.028 -3.251
H -1.617 -1.141 -1.096 1.800 -0.059 2.390
H 2.211 -0.322 -1.964 0.140 -0.128 0.538
C 1.976 -0.411 -0.877 -3.295 -0.360 1.094
N 0.322 -0.104 1.165 0.352 0.397 -2.838
O -0.326 0.782 -1.020 0.612 0.503 0.626
H 1.352 0.096 1.272 -1.647 -1.008 0.443
O 2.664 -0.255 0.078 0.850 -0.038 -1.324
H -0.368 1.550 -0.402 -0.064 -0.915 -0.456
H -0.043 -0.991 1.482 0.597 0.033 1.287
```
Forces are in eV/Å.

The value obtained for the frontier orbital gap is 9.596 eV. The total charge is 0. The calculation puts the relative energy (zero: lowest compared OMol25 entry of this formula, charge and spin) at 310.0 kJ/mol. As for the electronic energy: -9784.976 eV.



(3)
Computed, not measured: the molecule C5H8O2, with ωB97M-V/def2-TZVPD.

Structure (XYZ):
```
15
Properties=species:S:1:pos:R:3:forces:R:3
O -1.859 1.259 -1.868 -0.184 0.104 -0.085
C 0.634 -0.570 0.304 -0.224 0.314 0.171
C -0.302 0.194 -0.528 0.234 0.146 -0.161
H 1.858 -0.887 -1.180 -0.076 -0.057 0.213
H 1.106 -0.972 2.353 -0.015 0.060 -0.006
C -0.628 1.239 -1.258 0.158 -0.059 0.217
C 0.922 -0.103 1.715 0.088 -0.081 -0.012
C -0.766 -1.099 -0.004 -0.111 -0.135 -0.048
H 0.080 0.470 2.131 0.260 -0.216 -0.208
H -2.280 2.109 -1.715 0.032 0.103 -0.139
O 1.734 -1.227 -0.285 -0.042 0.128 -0.064
H -1.528 -1.105 0.776 0.209 -0.029 -0.094
H -0.818 -1.921 -0.715 -0.012 0.057 0.112
H 0.025 2.098 -1.455 -0.158 -0.340 0.127
H 1.824 0.516 1.731 -0.159 0.004 -0.023
```
Forces are in eV/Å.

The value obtained for the frontier orbital gap is 9.857 eV. The total charge is 0. Its SMILES is C[C@@]1(O)C/C1=C\O. The calculation puts the relative energy (zero: lowest compared OMol25 entry of this formula, charge and spin) at 232.0 kJ/mol. As for the electronic energy: -9407.428 eV.